Run one
Density functional theory data (wB97M-V/def2-TZVPD) for one molecule with the formula C6H6O2.

Calculated values
**E_HOMO**: -0.363 Ha
**Frontier orbital gap**: 0.3928 Eh
**Total charge**: 0
**Lowest unoccupied orbital energy**: 0.8176 eV
**SMILES string**: C#C[C@@H](O)[C@@H](O)C#C

Geometry (Å):
O1 0.262 -1.705 0.339
O2 -0.356 1.901 0.012
C1 3.015 0.074 -0.058
C2 -1.885 0.178 0.172
C3 -0.535 0.583 0.503
C4 0.412 -0.459 -0.320
C5 1.820 -0.047 -0.167
C6 -2.841 -0.377 -0.286
H1 0.552 2.091 -0.102
H2 -0.672 -1.869 0.410
H3 0.084 -0.421 -1.334
H4 -0.199 0.546 1.553
H5 4.062 0.340 -0.036
H6 -3.720 -0.833 -0.684

Run two
Density functional theory data (wB97M-V/def2-TZVPD) for one molecule with the formula C6H6O2.

Calculated values
**E_HOMO**: -0.325 Ha
**Frontier orbital gap**: 0.3624 Eh
**Total charge**: 0
**Lowest unoccupied orbital energy**: 1.0276 eV
**SMILES string**: C1=C[C@@H]2C=C[C@H](O1)O2

Geometry (Å):
O1 -0.551 -1.385 -0.183
O2 0.331 0.130 1.264
C1 -0.034 1.179 0.378
C2 1.551 -0.220 -0.613
C3 -1.406 0.832 -0.111
C4 1.016 0.955 -0.707
C5 0.719 -0.926 0.434
C6 -1.483 -0.449 -0.472
H1 1.181 1.632 -1.477
H2 -2.367 1.412 -0.347
H3 -0.121 2.132 0.907
H4 1.222 -1.779 0.963
H5 2.096 -0.652 -1.419
H6 -2.423 -0.929 -0.728

On energetic grounds, run two is preferred over the next structure by 188.3 kJ/mol.

Run one
Density functional theory data (wB97M-V/def2-TZVPD) for one molecule with the formula C6H6O2.

Calculated values
**E_HOMO**: -0.336 Ha
**Frontier orbital gap**: 0.3553 Eh
**Total charge**: 0
**Lowest unoccupied orbital energy**: 0.5286 eV
**SMILES string**: O=C1[C@@H]2C=C[C@@]1(O)C2

Geometry (Å):
O1 1.534 -1.431 -0.416
O2 -2.300 -1.270 -0.733
C1 -0.244 1.579 -0.487
C2 0.781 0.730 -1.014
C3 0.500 -0.519 -0.373
C4 -1.158 0.510 0.475
C5 0.192 -0.225 0.980
C6 -1.205 -0.678 -0.643
H1 1.069 0.345 1.468
H2 -0.354 2.669 -0.841
H3 -2.041 0.773 1.329
H4 0.156 -0.981 1.791
H5 1.665 0.907 -1.676
H6 1.405 -2.409 0.138

Run two
Density functional theory data (wB97M-V/def2-TZVPD) for one molecule with the formula C6H6O2.

Calculated values
**E_HOMO**: -0.339 Ha
**Frontier orbital gap**: 0.3472 Eh
**Total charge**: 0
**Lowest unoccupied orbital energy**: 0.2263 eV
**SMILES string**: C#C[C@]1(C=O)CCO1

Geometry (Å):
O1 -0.061 1.380 -0.293
O2 0.298 -1.685 -1.496
C1 -0.600 -0.942 -1.161
C2 -0.286 -0.069 0.140
C3 1.566 1.059 -0.231
C4 -1.413 -0.053 0.808
C5 1.275 -0.171 0.613
C6 -2.674 -0.421 1.058
H1 2.273 2.055 0.153
H2 1.902 0.906 -1.356
H3 1.176 -0.005 1.662
H4 -3.743 -0.359 1.267
H5 -1.482 -0.531 -1.493
H6 1.769 -1.163 0.331

Run three
Density functional theory data (wB97M-V/def2-TZVPD) for C6H6O2 as an isolated structure.

Calculated values
**E_HOMO**: -0.360 Ha
**Frontier orbital gap**: 0.3445 Eh
**Total charge**: 0
**Lowest unoccupied orbital energy**: -0.4260 eV

Geometry (Å):
O1 -0.208 -0.461 3.077
O2 -0.241 -1.054 -1.445
C1 -0.897 -0.042 -0.628
C2 0.992 -0.553 0.429
C3 0.969 -0.320 -0.976
C4 -0.284 -0.338 0.740
C5 0.130 1.001 -1.203
C6 -0.820 -0.150 2.040
H1 0.462 1.794 -0.490
H2 1.857 -0.957 0.996
H3 1.797 -0.610 -1.638
H4 -1.790 0.318 2.131
H5 -0.014 1.436 -2.253
H6 -1.955 -0.063 -0.781

Run four
Density functional theory data (wB97M-V/def2-TZVPD) for one molecule with the formula C6H6O2.

Calculated values
**E_HOMO**: -0.291 Ha
**Frontier orbital gap**: 0.3088 Eh
**Total charge**: 0
**Lowest unoccupied orbital energy**: 0.4867 eV
**SMILES string**: C=Cc1cc(O)co1

Geometry (Å):
O1 0.365 1.475 -0.209
O2 3.213 -0.553 0.094
C1 -1.953 0.466 -0.177
C2 -0.457 0.197 -0.160
C3 -2.772 -0.481 0.159
C4 1.890 -0.069 0.005
C5 1.703 1.317 0.117
C6 0.546 -0.672 -0.290
H1 -2.619 -1.715 0.125
H2 -3.830 -0.245 0.447
H3 0.430 -1.639 -0.268
H4 3.319 -1.658 -0.306
H5 2.382 2.096 0.292
H6 -2.215 1.482 0.171

On energetic grounds, run three is preferred over the next structure by 121.8 kJ/mol.

Run one
Density functional theory data (wB97M-V/def2-TZVPD) for a 2-piece molecular cluster, C5H14O2 overall.

Calculated values
**E_HOMO**: -0.376 Ha
**Frontier orbital gap**: 0.4030 Eh
**Total charge**: 0
**Lowest unoccupied orbital energy**: 0.7379 eV
**SMILES string**: CCCCCO.O

Geometry (Å):
O1 1.562 1.851 1.042
O2 -1.376 -2.573 1.720
C1 1.214 0.483 1.153
C2 1.262 -0.296 -0.163
C3 0.650 0.429 -1.383
C4 -0.749 0.995 -1.162
C5 -1.783 -0.045 -0.726
H1 0.205 0.461 1.570
H2 2.262 1.957 0.381
H3 -0.693 -2.983 2.261
H4 -1.370 -1.661 2.031
H5 2.299 -0.551 -0.386
H6 0.712 -1.228 -0.029
H7 1.314 1.223 -1.723
H8 -0.685 1.794 -0.419
H9 -1.066 1.477 -2.087
H10 -1.402 -1.065 -0.712
H11 0.613 -0.333 -2.167
H12 -2.674 -0.059 -1.355
H13 1.870 -0.021 1.871
H14 -2.164 0.144 0.281

Run two
Density functional theory data (wB97M-V/def2-TZVPD) for a 3-piece molecular cluster, C5H14O2 overall.

Calculated values
**E_HOMO**: -0.323 Ha
**Frontier orbital gap**: 0.3450 Eh
**Total charge**: 0
**Lowest unoccupied orbital energy**: 0.5882 eV
**SMILES string**: C=C(C)CC.O.O

Geometry (Å):
O1 0.981 0.869 1.487
O2 5.142 -1.062 4.137
C1 -0.699 -0.989 -2.580
C2 -2.879 -0.438 0.138
C3 -2.462 0.294 -1.234
C4 -0.192 1.219 -1.681
C5 -1.095 0.213 -1.858
H1 0.157 -0.921 -3.344
H2 -3.218 -0.131 -1.963
H3 4.750 -0.431 3.462
H4 1.231 1.670 1.194
H5 -0.444 2.166 -1.230
H6 -2.927 -1.568 -0.014
H7 -0.257 -1.652 -1.816
H8 0.636 0.834 2.315
H9 -1.486 -1.551 -3.210
H10 -3.834 0.058 0.350
H11 0.926 1.170 -1.905
H12 -2.285 -0.089 0.969
H13 -2.748 1.411 -1.237
H14 4.480 -1.227 4.722

Run three
Density functional theory data (wB97M-V/def2-TZVPD) for a 3-piece molecular cluster, C5H14O2 overall.

Calculated values
**E_HOMO**: -0.336 Ha
**Frontier orbital gap**: 0.3622 Eh
**Total charge**: 0
**Lowest unoccupied orbital energy**: 0.7121 eV
**SMILES string**: C/C=C/CC.O.O

Geometry (Å):
O1 0.448 -2.346 -2.133
O2 -0.597 -2.499 1.029
C1 -0.954 1.247 -0.475
C2 1.643 2.116 1.767
C3 0.494 1.144 1.557
C4 0.180 0.850 0.109
C5 -1.384 0.669 -1.802
H1 2.198 2.009 2.698
H2 -0.421 1.453 2.070
H3 0.748 0.192 2.035
H4 -0.773 -0.219 -1.976
H5 1.261 -2.763 -2.423
H6 0.616 -0.045 -0.335
H7 -1.730 1.693 0.135
H8 -0.538 -2.783 1.949
H9 0.068 -2.854 -1.402
H10 2.387 2.050 0.973
H11 -2.410 0.361 -1.768
H12 1.297 3.150 1.658
H13 -1.185 1.373 -2.604
H14 -0.731 -1.546 1.092

On energetic grounds, run one is preferred over the next structure by 57.0 kJ/mol.

Run one
Density functional theory data (wB97M-V/def2-TZVPD) for a 2-piece molecular cluster, C2H8NOP overall.

Calculated values
**E_HOMO (spin up / spin down)**: -0.243 / -0.288 Ha
**Frontier orbital gap (spin up / spin down)**: 0.2651 / 0.3081 Eh
**Total charge**: 0
**Lowest unoccupied orbital energy (spin up / spin down)**: 0.5971 / 0.5597 eV

Geometry (Å):
P1 -0.069 -1.739 1.406
O1 0.173 -3.183 0.499
N1 -1.647 -1.848 1.575
C1 1.088 1.829 -0.177
C2 -0.253 1.214 -0.150
H1 -0.567 0.356 -0.815
H2 1.021 -3.586 0.464
H3 -1.934 -1.081 2.175
H4 1.806 1.794 0.752
H5 1.625 1.273 -1.013
H6 -2.164 -1.890 0.662
H7 0.916 2.946 -0.244
H8 -0.895 1.442 0.767

Run two
Density functional theory data (wB97M-V/def2-TZVPD) for one molecule with the formula C2H8NOP.

Calculated values
**E_HOMO**: -0.356 Ha
**Frontier orbital gap**: 0.3849 Eh
**Total charge**: 0
**Lowest unoccupied orbital energy**: 0.7952 eV
**SMILES string**: CN[P@H](C)=O

Geometry (Å):
P1 1.086 -0.072 0.536
O1 2.454 -0.502 -0.154
N1 -0.108 -1.120 -0.207
C1 0.760 1.749 0.342
C2 -1.556 -1.083 -0.461
H1 -2.324 -0.942 0.320
H2 1.598 2.096 -0.285
H3 0.472 2.229 1.297
H4 -0.154 1.834 -0.203
H5 0.384 -1.496 -1.014
H6 -1.738 -2.102 -0.797
H7 0.966 -0.145 1.901
H8 -1.839 -0.445 -1.276

On energetic grounds, run two is preferred over the next structure by 276.2 kJ/mol.

Run one
Density functional theory data (wB97M-V/def2-TZVPD) for a 3-piece molecular cluster, CH4N2O2S overall.

Calculated values
**E_HOMO**: -0.394 Ha
**Frontier orbital gap**: 0.3428 Eh
**Total charge**: 0
**Lowest unoccupied orbital energy**: -1.3996 eV

Geometry (Å):
S1 -3.720 0.905 0.234
O1 -4.102 1.197 -1.132
O2 -4.705 1.178 1.203
N1 0.176 -0.301 -0.847
N2 5.035 -0.676 1.479
C1 4.097 -0.313 0.971
H1 3.257 -0.255 0.308
H2 -0.336 -0.276 0.009
H3 -0.613 -0.559 -1.520
H4 0.911 -0.899 -0.705

Run two
Density functional theory data (wB97M-V/def2-TZVPD) for one molecule with the formula CH4N2O2S.

Calculated values
**E_HOMO**: -0.342 Ha
**Frontier orbital gap**: 0.3657 Eh
**Total charge**: 0
**Lowest unoccupied orbital energy**: 0.6435 eV

Geometry (Å):
S1 0.986 -1.140 0.230
O1 1.449 0.446 -0.101
O2 1.095 -1.973 -0.924
N1 3.000 0.830 0.006
N2 3.805 0.272 0.558
C1 -0.765 -0.531 0.209
H1 -1.168 -1.136 1.016
H2 2.732 1.701 -0.610
H3 -0.990 -0.600 -0.796
H4 -0.812 0.479 0.596

Run three
Density functional theory data (wB97M-V/def2-TZVPD) for a 3-piece molecular cluster, CH4N2O2S overall.

Calculated values
**E_HOMO**: -0.364 Ha
**Frontier orbital gap**: 0.3404 Eh
**Total charge**: 0
**Lowest unoccupied orbital energy**: -0.6387 eV

Geometry (Å):
S1 2.210 0.701 0.807
O1 -0.275 0.863 0.372
O2 -2.149 1.318 -0.536
N1 0.545 -1.275 1.184
N2 -1.500 0.432 -0.162
C1 0.620 -0.070 0.814
H1 -0.411 -1.578 1.185
H2 -0.576 -1.283 -2.301
H3 1.694 1.747 0.247
H4 -0.157 -0.855 -1.609

Run four
Density functional theory data (wB97M-V/def2-TZVPD) for a 2-piece molecular cluster, CH4N2O2S overall.

Calculated values
**E_HOMO (spin up / spin down)**: -0.380 / -0.245 Ha
**Frontier orbital gap (spin up / spin down)**: 0.3874 / 0.1992 Eh
**Total charge**: 0
**Lowest unoccupied orbital energy (spin up / spin down)**: 0.1953 / -1.2549 eV

Geometry (Å):
S1 -1.230 1.862 0.129
O1 0.935 0.452 0.319
O2 2.944 -0.562 0.475
N1 -1.478 -1.401 -0.308
N2 2.230 -0.132 -0.342
C1 -0.001 0.835 -0.468
H1 0.037 0.676 -1.536
H2 -0.904 1.721 1.420
H3 -0.743 -2.104 -0.350
H4 -1.789 -1.347 0.661

On energetic grounds, run one is preferred over the next structure by 261.9 kJ/mol.

Run one
Density functional theory data (wB97M-V/def2-TZVPD) for C6H15NO as an isolated structure.

Calculated values
**E_HOMO (spin up / spin down)**: -0.054 / -0.088 Ha
**Frontier orbital gap (spin up / spin down)**: 0.2058 / 0.2388 Eh
**⟨S²⟩**: 0.75
**Total charge**: -1
**Lowest unoccupied orbital energy (spin up / spin down)**: 4.1216 / 4.1008 eV
**Spin multiplicity**: 2

Geometry (Å):
O1 0.181 0.886 -1.678
N1 -0.935 -0.441 0.450
C1 2.359 -0.109 -1.216
C2 -1.086 1.177 2.418
C3 1.389 1.051 -0.953
C4 -1.807 0.107 1.503
C5 -1.932 -1.263 0.100
C6 1.760 -1.467 -0.795
H1 -1.756 1.600 3.172
H2 1.164 1.108 0.130
H3 3.287 0.061 -0.642
H4 1.835 2.003 -1.284
H5 0.974 -1.768 -1.470
H6 -2.075 -2.262 0.514
H7 -0.692 2.018 1.804
H8 -2.161 -0.641 2.249
H9 2.608 -0.143 -2.293
H10 -0.233 0.705 2.972
H11 1.269 -1.413 0.173
H12 2.550 -2.228 -0.803
H13 -0.392 0.393 -1.012
H14 -2.680 0.603 1.065
H15 -2.704 -1.013 -0.646

Run two
Density functional theory data (wB97M-V/def2-TZVPD) for a 2-piece molecular cluster, C6H15NO overall.

Calculated values
**E_HOMO (spin up / spin down)**: 0.039 / -0.159 Ha
**Frontier orbital gap (spin up / spin down)**: 0.1131 / 0.3016 Eh
**⟨S²⟩**: 0.75
**Total charge**: -1
**Lowest unoccupied orbital energy (spin up / spin down)**: 4.1477 / 3.8703 eV
**Spin multiplicity**: 2

Geometry (Å):
O1 -2.638 1.795 1.525
N1 -1.510 -0.895 -0.556
C1 0.899 -1.057 -0.309
C2 1.139 -0.117 -1.470
C3 1.145 1.346 -1.022
C4 -0.661 -1.947 1.448
C5 2.358 1.597 -0.093
C6 -0.359 -1.428 0.058
H1 0.468 -0.367 -2.305
H2 3.277 1.261 -0.556
H3 -1.591 -1.494 1.799
H4 -1.475 -0.172 -1.237
H5 -2.100 1.224 2.104
H6 -2.000 1.878 0.802
H7 2.385 2.658 0.171
H8 -2.306 -1.512 -0.571
H9 2.092 -0.427 -1.904
H10 2.153 1.145 0.882
H11 0.195 -1.857 2.116
H12 1.288 2.000 -1.893
H13 0.231 1.615 -0.510
H14 -0.903 -3.027 1.413
H15 1.756 -1.502 0.175

On energetic grounds, run two is preferred over the next structure by 116.5 kJ/mol.

Run one
Density functional theory data (wB97M-V/def2-TZVPD) for O4S2 as an isolated structure.

Calculated values
**E_HOMO**: -0.421 Ha
**Frontier orbital gap**: 0.3618 Eh
**Total charge**: 0
**Lowest unoccupied orbital energy**: -1.6213 eV

Geometry (Å):
S1 -0.999 0.702 0.009
S2 1.392 -0.840 -0.041
O1 -0.784 -0.600 0.590
O2 1.767 -0.076 1.091
O3 -2.275 0.931 -0.520
O4 0.899 -0.117 -1.129

Run two
Density functional theory data (wB97M-V/def2-TZVPD) for one molecule with the formula O4S2.

Calculated values
**E_HOMO**: -0.404 Ha
**Frontier orbital gap**: 0.3798 Eh
**Total charge**: 0
**Lowest unoccupied orbital energy**: -0.6511 eV
**SMILES string**: O=[S@]12=[S@@](=O)(O1)O2

Geometry (Å):
S1 0.315 -1.202 -0.248
S2 -0.290 1.137 0.229
O1 0.571 0.330 -0.981
O2 -0.543 -0.422 0.914
O3 -1.525 1.596 -0.294
O4 1.537 -1.513 0.394

On energetic grounds, run one is preferred over the next structure by 20.4 kJ/mol.

Run one
Density functional theory data (wB97M-V/def2-TZVPD) for one molecule with the formula H2I2NP.

Calculated values
**E_HOMO (spin up / spin down)**: -0.297 / -0.293 Ha
**Frontier orbital gap (spin up / spin down)**: 0.2520 / 0.2362 Eh
**Total charge**: 0
**Lowest unoccupied orbital energy (spin up / spin down)**: -1.2225 / -1.5484 eV

Geometry (Å):
I1 -1.386 1.721 0.993
I2 -0.174 2.991 4.437
P1 -2.083 1.882 3.271
N1 -0.258 -0.106 0.220
H1 0.522 0.412 -0.051
H2 0.030 -0.679 1.033

Run two
Density functional theory data (wB97M-V/def2-TZVPD) for one molecule with the formula H2I2NP.

Calculated values
**E_HOMO**: -0.334 Ha
**Frontier orbital gap**: 0.3176 Eh
**Total charge**: 0
**Lowest unoccupied orbital energy**: -0.4380 eV
**SMILES string**: NP(I)I

Geometry (Å):
I1 -1.635 -1.863 -0.067
I2 -1.639 2.016 -0.003
P1 -0.536 0.129 -0.960
N1 1.156 0.003 -0.051
H1 1.504 -0.934 0.260
H2 1.150 0.648 0.821

On energetic grounds, run two is preferred over the next structure by 265.3 kJ/mol.